Formula: C6H10O3
Source: OMol25
Level of theory: wB97M-V/def2-TZVPD

Atoms and positions in Å:
C 1.072 0.673 2.036
C 0.344 0.334 0.674
C 0.310 -1.167 0.392
C -0.339 -1.340 -0.996
C -1.142 -0.064 -1.224
C -0.172 1.147 -1.374
O 0.843 1.038 -0.435
O -1.843 0.224 -0.035
O -0.932 0.766 0.928
H 0.648 1.623 2.395
H 2.203 0.705 1.848
H 0.806 -0.038 2.822
H -0.371 -1.589 1.154
H 1.358 -1.667 0.379
H -0.974 -2.269 -0.927
H 0.383 -1.526 -1.835
H -1.805 -0.068 -2.065
H 0.360 1.088 -2.316
H -0.750 2.132 -1.420

Force components x, y, z for each atom (eV/Å):
0.70 0.31 -1.45
1.70 -0.78 2.14
1.27 -0.70 -0.52
-0.20 -1.32 -0.46
1.88 1.14 0.26
-0.86 0.04 -2.03
0.87 0.38 1.21
-1.69 -0.51 0.14
-1.32 0.67 0.41
0.61 0.00 -0.31
-1.68 0.10 0.47
0.20 -0.28 -0.43
0.69 -0.08 -0.26
-1.79 0.98 0.45
0.29 1.07 -0.40
-0.45 0.35 0.81
-0.75 -0.16 -0.21
-0.15 -0.05 -0.53
0.67 -1.17 0.71

Calculated values
total charge = 0
E = -460.216802 a.u.
SMILES = C[C@]12CC[C@H](CO1)OO2
frontier orbital gap = 10.29 eV

---

Formula: C6H10O3
Source: OMol25
Level of theory: wB97M-V/def2-TZVPD

Atoms and positions in Å:
C 1.320 -0.207 0.427
C 1.701 0.414 1.773
C 0.602 0.744 -0.510
O 1.172 1.678 -1.058
H 0.579 -0.703 -2.685
H 0.675 -1.069 0.613
H 2.229 -0.527 -0.087
H 2.351 1.275 1.644
H 0.832 0.708 2.357
H 2.218 -0.322 2.388
C -0.855 1.124 0.032
C -1.941 -1.556 0.026
C -1.503 -1.665 -1.104
O -1.668 1.443 -0.975
O -1.171 1.259 1.185
H -2.554 1.670 -0.639
H -2.298 -1.435 1.011
H -1.412 -2.294 -1.956
H -0.277 -0.535 -2.443

Force components x, y, z for each atom (eV/Å):
0.06 -0.97 -0.79
-0.15 0.20 0.21
0.36 3.43 3.20
-0.75 -1.78 -0.36
-3.35 0.74 0.80
0.19 -0.05 -0.13
-0.06 -0.15 0.03
0.05 0.09 -0.03
-0.07 0.14 -0.20
0.20 -0.11 -0.20
-0.27 0.13 -1.03
0.68 -0.11 -1.62
-1.58 -1.36 1.96
-0.20 0.03 -0.48
0.51 -0.46 -0.20
0.40 0.02 0.12
-0.04 0.31 0.40
0.38 0.46 -0.48
3.66 -0.56 -1.22

Calculated values
total charge = 0
E = -460.178644 a.u.
frontier orbital gap = 9.88 eV

---

Formula: C6H10O3
Source: OMol25
Level of theory: wB97M-V/def2-TZVPD

Atoms and positions in Å:
C -2.464 1.074 1.307
C -1.424 0.588 0.989
C -0.236 -0.043 0.508
O 0.728 0.155 1.469
C 1.912 -0.606 1.255
O -0.246 -1.457 0.215
C -1.175 -1.956 -0.707
O 0.070 0.443 -0.807
C 0.396 1.797 -1.010
H -3.368 1.600 1.384
H 2.623 0.143 1.633
H 1.888 -0.662 0.236
H 2.029 -1.644 1.713
H -0.606 -2.560 -1.345
H -1.683 -1.138 -1.357
H -1.908 -2.524 -0.217
H 0.868 1.976 -1.957
H 1.263 2.201 -0.262
H -0.564 2.303 -0.805

Force components x, y, z for each atom (eV/Å):
0.03 0.23 -0.40
-1.10 -0.25 0.17
1.62 -1.72 -1.61
-1.21 -0.38 0.56
0.56 0.61 2.15
-0.40 1.58 1.74
-0.73 2.69 -1.32
1.16 -0.39 -0.04
0.95 1.14 3.27
-0.57 0.20 0.41
0.59 -0.96 -0.22
1.32 -0.69 -2.76
-0.67 1.56 -0.24
0.57 -1.06 -1.18
0.90 -1.28 1.20
-1.15 -0.77 0.72
-0.50 -0.32 -0.77
-2.16 -1.01 -1.22
0.77 0.80 -0.48

Calculated values
total charge = 0
E = -460.178024 a.u.
SMILES = C#CC(OC)(OC)OC
frontier orbital gap = 11.14 eV

---

Values of E_HOMO, in order: -0.344; -0.354; -0.373, all in Ha.
Values of energy above the lowest of the compared OMol25 structures with the same formula, charge and spin, in order: 350.8; 451.0; 452.6, all in kJ/mol.